[1]
ORCA calculation (the ωB97M-V functional and the def2-TZVPD basis) on an isolated ion of composition C15H17F3N3O3S and charge -1 in a non-equilibrium geometry.

Results
**E_LUMO**: 2.8 eV
**Net charge**: -1
**E_tot**: -1669.60573 Eh
**Orbital gap**: 0.221 Ha
**ΔE to the lowest compared entry with this formula, charge and spin**: 0.0 kcal per mole
**SMILES**: CO/C([O-])=N/N=C(/C)[C@H](Sc1cccc(C(F)(F)F)c1)C(=O)N(C)C

Each line ends with the Mulliken charge.
Atoms and positions in Å:
C 5.51 -0.98 -1.08  -0.658
O 4.29 -0.23 -1.16  -0.330
C 3.23 -1.05 -1.34  0.483
O 3.32 -2.26 -1.48  -0.650
N 2.08 -0.24 -1.32  -0.248
N 1.04 -0.93 -1.68  -0.486
C -0.12 -0.37 -1.49  -0.242
C -1.29 -1.10 -2.02  -1.330
C -0.15 0.99 -0.85  1.142
S 0.14 0.91 0.90  -0.341
C -0.90 -0.37 1.50  0.267
C -2.25 -0.17 1.82  -0.142
C -2.90 -1.07 2.66  -0.717
C -2.25 -2.21 3.14  -0.546
C -0.94 -2.44 2.75  -0.220
C -0.17 -3.63 3.26  0.865
F 1.11 -3.29 3.59  -0.255
F -0.10 -4.61 2.30  -0.251
F -0.75 -4.19 4.36  -0.289
C -0.28 -1.57 1.88  -0.248
C -1.38 1.90 -1.03  0.191
O -2.53 1.47 -0.91  -0.703
N -1.13 3.20 -1.35  0.098
C -2.27 4.07 -1.60  -1.058
C 0.16 3.87 -1.20  -0.898
H 6.30 -0.23 -0.95  0.208
H 5.48 -1.65 -0.22  0.271
H 5.69 -1.57 -1.98  0.260
H -2.18 -0.46 -2.02  0.322
H -1.06 -1.46 -3.03  0.389
H -1.50 -1.98 -1.40  0.153
H 0.77 1.48 -1.20  0.456
H -2.76 0.69 1.39  0.383
H -3.94 -0.90 2.94  0.353
H -2.76 -2.91 3.80  0.415
H 0.72 -1.77 1.54  0.428
H -3.12 3.47 -1.94  0.294
H -2.56 4.62 -0.70  0.324
H -1.97 4.79 -2.37  0.370
H 0.98 3.25 -1.55  0.349
H 0.11 4.78 -1.81  0.322
H 0.33 4.16 -0.15  0.267

[2]
ORCA calculation (the ωB97M-V functional and the def2-TZVPD basis) on C19H25CdN3SSi as an isolated structure in a non-equilibrium geometry.

Results
**E_LUMO (alpha / beta)**: 0.3 / 0.1 eV
**E_tot**: -1758.41952 Eh
**Orbital gap (alpha / beta)**: 0.173 / 0.162 Ha

Each line ends with the Mulliken charge.
Atoms and positions in Å:
C -0.54 -2.88 -0.83  -0.806
C -0.77 -1.59 -1.33  0.215
C 0.32 -1.24 -2.21  -1.179
H -1.65 -0.96 -1.17  0.530
C 1.18 -2.40 -2.27  -1.174
C 0.66 -3.37 -1.40  -0.554
H 1.03 -4.38 -1.28  0.587
H -1.20 -3.41 -0.16  0.458
H 0.30 -0.44 -2.95  0.741
H 2.04 -2.51 -2.92  0.482
Cd 1.81 -0.19 -0.65  0.884
C 0.93 3.51 0.96  -0.622
H 1.33 3.76 -0.03  0.279
H 1.20 4.26 1.71  0.539
H -0.20 3.59 0.96  0.163
Si -0.35 1.72 0.82  -0.560
C -1.43 1.03 2.15  0.331
C -2.27 -0.06 1.88  0.363
H -2.38 -0.44 0.85  0.247
C -2.98 -0.67 2.92  -0.688
H -3.67 -1.47 2.70  0.408
C -2.85 -0.22 4.23  -0.469
H -3.38 -0.71 5.05  0.366
C -2.01 0.86 4.50  -0.563
H -1.90 1.23 5.51  0.372
C -1.32 1.50 3.47  -0.724
H -0.70 2.38 3.65  0.260
C -1.25 1.99 -0.78  0.918
C -2.66 2.07 -0.79  -0.385
H -3.21 2.06 0.16  0.381
C -3.37 2.16 -1.99  -0.505
H -4.46 2.19 -1.97  0.371
C -2.69 2.22 -3.21  -0.539
H -3.24 2.24 -4.15  0.377
C -1.30 2.26 -3.21  -0.537
H -0.76 2.39 -4.15  0.384
C -0.58 2.18 -2.01  -0.479
H 0.51 2.27 -2.02  0.250
H 0.75 0.67 0.82  -0.145
H 1.36 2.54 1.37  0.058
N 2.62 -2.00 0.90  -0.715
N 3.74 -2.68 0.32  -0.171
C 4.37 -2.06 -0.72  0.437
N 5.19 -2.84 -1.44  -0.420
S 4.24 -0.39 -1.07  -0.444
H 2.95 -1.57 1.77  0.286
H 1.90 -2.69 1.15  0.245
H 3.59 -3.70 0.23  0.316
H 5.70 -2.42 -2.21  0.228
H 5.40 -3.79 -1.15  0.203

> The lowest E_tot belongs to which entry?

C19H25CdN3SSi

> Which of these has the lowest E_tot?

C19H25CdN3SSi

Repeat the second record exactly.
ORCA calculation (the ωB97M-V functional and the def2-TZVPD basis) on C19H25CdN3SSi as an isolated structure in a non-equilibrium geometry.

Results
**E_LUMO (alpha / beta)**: 0.3 / 0.1 eV
**E_tot**: -1758.41952 Eh
**Orbital gap (alpha / beta)**: 0.173 / 0.162 Ha

Each line ends with the Mulliken charge.
Atoms and positions in Å:
C -0.54 -2.88 -0.83  -0.806
C -0.77 -1.59 -1.33  0.215
C 0.32 -1.24 -2.21  -1.179
H -1.65 -0.96 -1.17  0.530
C 1.18 -2.40 -2.27  -1.174
C 0.66 -3.37 -1.40  -0.554
H 1.03 -4.38 -1.28  0.587
H -1.20 -3.41 -0.16  0.458
H 0.30 -0.44 -2.95  0.741
H 2.04 -2.51 -2.92  0.482
Cd 1.81 -0.19 -0.65  0.884
C 0.93 3.51 0.96  -0.622
H 1.33 3.76 -0.03  0.279
H 1.20 4.26 1.71  0.539
H -0.20 3.59 0.96  0.163
Si -0.35 1.72 0.82  -0.560
C -1.43 1.03 2.15  0.331
C -2.27 -0.06 1.88  0.363
H -2.38 -0.44 0.85  0.247
C -2.98 -0.67 2.92  -0.688
H -3.67 -1.47 2.70  0.408
C -2.85 -0.22 4.23  -0.469
H -3.38 -0.71 5.05  0.366
C -2.01 0.86 4.50  -0.563
H -1.90 1.23 5.51  0.372
C -1.32 1.50 3.47  -0.724
H -0.70 2.38 3.65  0.260
C -1.25 1.99 -0.78  0.918
C -2.66 2.07 -0.79  -0.385
H -3.21 2.06 0.16  0.381
C -3.37 2.16 -1.99  -0.505
H -4.46 2.19 -1.97  0.371
C -2.69 2.22 -3.21  -0.539
H -3.24 2.24 -4.15  0.377
C -1.30 2.26 -3.21  -0.537
H -0.76 2.39 -4.15  0.384
C -0.58 2.18 -2.01  -0.479
H 0.51 2.27 -2.02  0.250
H 0.75 0.67 0.82  -0.145
H 1.36 2.54 1.37  0.058
N 2.62 -2.00 0.90  -0.715
N 3.74 -2.68 0.32  -0.171
C 4.37 -2.06 -0.72  0.437
N 5.19 -2.84 -1.44  -0.420
S 4.24 -0.39 -1.07  -0.444
H 2.95 -1.57 1.77  0.286
H 1.90 -2.69 1.15  0.245
H 3.59 -3.70 0.23  0.316
H 5.70 -2.42 -2.21  0.228
H 5.40 -3.79 -1.15  0.203

> What is the formula in the first record?

C15H17F3N3O3S